An isolated molecule of C4H9N5. Source: OMol25; level of theory: the ωB97M-V functional and the def2-TZVPD basis.

```
18
Properties=species:S:1:pos:R:3
C -1.35 0.92 1.78
N 0.10 -0.21 0.10
C 0.91 -0.30 -0.98
C -0.67 1.07 0.46
N -0.25 -1.35 0.83
C -0.46 2.16 -0.24
N 1.60 -1.47 -1.32
N 1.01 -2.58 -1.34
N 1.10 0.70 -1.79
H -0.38 -2.16 0.23
H 0.46 -1.55 1.53
H 1.63 -3.28 -1.77
H 0.30 1.94 -1.18
H -0.66 0.60 2.55
H -1.78 1.88 2.06
H -2.14 0.17 1.73
H 1.63 0.44 -2.61
H -1.03 3.05 -0.06
```

Results
LUMO = -0.4 eV
Kohn-Sham gap = 8.1 eV
Calculated total energy = -431.4460 Eh
SMILES = [H]/N=C(\N=N\[H])N(N)C(=C)C
ΔE to the lowest compared entry with this formula, charge and spin = 423.4 kJ/mol

---

A cluster of 2 separate species, C28H27F6N4S in total. Source: OMol25; level of theory: the ωB97M-V functional and the def2-TZVPD basis.

```
66
Properties=species:S:1:pos:R:3
C 5.03 3.95 1.23
N 4.85 2.87 0.30
C 6.06 2.37 -0.35
C 6.17 3.00 -1.70
F 7.34 2.76 -2.36
F 5.13 2.56 -2.49
F 6.03 4.37 -1.60
C 3.61 2.34 0.09
C 3.46 0.97 -0.28
C 2.20 0.43 -0.39
C 1.02 1.22 -0.27
C -0.22 0.54 -0.35
C -1.45 0.99 -0.87
C -2.59 0.18 -0.61
C -3.85 0.55 -1.00
C -4.01 1.76 -1.73
N -5.27 2.22 -2.02
C -5.67 2.54 -3.36
C -6.31 2.30 -0.99
C -6.06 3.53 -0.17
F -7.06 3.87 0.68
F -4.90 3.35 0.56
F -5.84 4.62 -0.98
C -2.87 2.51 -2.13
C -1.61 2.17 -1.66
C 1.19 2.62 0.03
C 2.45 3.14 0.26
H 4.49 3.75 2.17
H 6.10 4.03 1.46
H 4.68 4.91 0.82
H 6.92 2.71 0.24
H 6.04 1.29 -0.49
H 4.34 0.35 -0.42
H 2.08 -0.64 -0.59
H -0.22 -0.49 0.04
H -2.46 -0.74 -0.04
H -4.73 -0.05 -0.80
H -5.24 1.81 -4.06
H -6.76 2.48 -3.41
H -5.35 3.55 -3.65
H -7.28 2.42 -1.49
H -6.27 1.44 -0.32
H -3.04 3.39 -2.74
H -0.75 2.80 -1.88
H 0.31 3.26 0.12
H 2.58 4.18 0.56
C 1.39 -7.74 2.50
C 0.38 -6.77 2.47
C 0.71 -5.53 1.92
C 1.99 -5.22 1.41
C 2.99 -6.19 1.48
C 2.68 -7.45 2.02
S 2.03 -3.59 0.74
C 0.33 -3.34 1.11
N -0.54 -2.39 0.97
C -1.82 -2.87 1.54
C -1.56 -4.29 2.06
N -0.16 -4.47 1.72
H 1.17 -8.73 2.91
H -0.63 -6.94 2.84
H 3.98 -5.95 1.10
H 3.45 -8.22 2.06
H -2.14 -2.22 2.36
H -2.61 -2.88 0.77
H -1.72 -4.35 3.14
H -2.19 -5.03 1.55
```

Results
LUMO = -4.5 eV
Total charge = +1
Kohn-Sham gap = 5.4 eV
Calculated total energy = -2299.3616 Eh
ΔE to the lowest compared entry with this formula, charge and spin = 82.2 kJ/mol

---

A structure of composition C27H36IO3P2SiTc. Source: OMol25; level of theory: the ωB97M-V functional and the def2-TZVPD basis.

```
71
Properties=species:S:1:pos:R:3
C -0.83 -5.76 -2.22
C 0.25 -4.91 -1.86
H -0.46 -6.75 -2.57
H -1.41 -5.27 -3.03
H -1.48 -5.90 -1.33
O 1.37 -4.62 -1.69
I -3.06 -1.53 -0.79
Tc -0.34 -1.83 -0.77
P -0.17 -2.69 1.38
C 1.43 -2.47 2.24
C -1.35 -1.96 2.54
H -1.41 -2.60 3.43
H -0.41 -4.77 2.62
H -2.33 -1.90 2.06
H -1.32 -4.79 1.06
H 1.82 -1.45 2.12
H -1.05 -0.95 2.82
C -0.38 -4.50 1.55
H 1.29 -2.66 3.31
H 0.45 -5.02 1.06
H 2.17 -3.17 1.84
P -0.03 -1.17 -2.96
C 1.57 -0.34 -3.33
C -0.06 -2.44 -4.26
H -2.24 -0.23 -3.06
H -1.28 0.12 -4.54
H -1.01 1.06 -3.02
C -1.26 0.08 -3.44
H -1.00 -3.00 -4.18
H 0.02 -1.96 -5.24
H 1.54 0.04 -4.36
H 2.39 -1.06 -3.23
H 0.78 -3.12 -4.11
H 1.76 0.49 -2.64
C 1.57 -2.08 -0.79
O 2.75 -2.14 -0.77
O -0.26 0.06 -0.20
Si -0.11 1.52 0.50
C -1.17 1.77 2.04
C -0.72 2.48 3.16
C -1.57 2.70 4.26
C -2.89 2.24 4.23
C -3.36 1.56 3.10
C -2.50 1.35 2.01
C 1.66 1.77 1.11
C 2.09 1.07 2.24
C 3.42 1.15 2.68
C 4.32 1.98 1.99
C 3.88 2.74 0.91
C 2.55 2.63 0.46
C -0.54 2.91 -0.67
C -1.41 3.95 -0.30
C -1.66 5.02 -1.18
C -1.05 5.07 -2.44
C -0.18 4.04 -2.81
C 0.08 2.98 -1.92
H 0.29 2.88 3.19
H -1.20 3.23 5.14
H -3.57 2.42 5.08
H -4.39 1.21 3.06
H -2.89 0.83 1.12
H 1.37 0.47 2.82
H 3.74 0.57 3.54
H 5.35 2.05 2.33
H 4.57 3.40 0.40
H 2.21 3.24 -0.38
H -1.87 3.95 0.68
H -2.33 5.83 -0.88
H -1.22 5.91 -3.11
H 0.32 4.06 -3.79
H 0.78 2.20 -2.23
```

Results
LUMO (alpha / beta) = -11.9 / -12.3 eV
Spin multiplicity = 4
Total charge = +3
Kohn-Sham gap (alpha / beta) = 4.0 / 3.6 eV
Calculated total energy = -2625.8434 Eh

---

A cluster of 4 separate species, C10H15B2Cl5O7 in total. Source: OMol25; level of theory: the ωB97M-V functional and the def2-TZVPD basis.

```
39
Properties=species:S:1:pos:R:3
C -2.95 -3.64 0.52
B -3.79 -2.69 -0.38
O -3.64 -1.32 -0.28
C -4.88 -3.20 -1.41
C -4.83 -4.14 -2.36
B -3.61 -5.06 -2.69
O -3.67 -6.40 -2.38
O -2.49 -4.59 -3.28
C -6.17 -4.14 -3.05
O -6.41 -4.72 -4.06
O -7.02 -3.34 -2.36
C -6.25 -2.61 -1.43
O -6.71 -1.68 -0.82
H -3.36 -3.72 1.52
H -1.97 -3.21 0.64
H -2.81 -4.63 0.11
H -3.93 -0.96 -1.12
H -4.28 -6.51 -1.65
H -1.94 -5.34 -3.52
C 0.36 -0.23 1.65
Cl 1.07 0.96 0.56
Cl -1.32 -0.56 1.22
Cl 1.31 -1.72 1.65
H 0.38 0.18 2.65
C 4.42 4.54 2.56
C 3.98 3.34 1.77
O 4.01 2.22 2.23
C 3.50 3.60 0.36
H 4.74 4.22 3.55
H 5.25 5.03 2.06
H 3.59 5.24 2.66
H 4.30 4.05 -0.23
H 2.64 4.26 0.37
H 3.22 2.66 -0.11
C 7.99 6.87 0.98
Cl 7.18 5.51 0.19
Cl 6.97 7.62 2.22
H 8.89 6.51 1.45
H 8.22 7.61 0.23
```

Results
LUMO = -1.2 eV
Kohn-Sham gap = 8.4 eV
Calculated total energy = -3267.5636 Eh
SMILES = CB(O)C1=C(B(O)O)C(=O)OC1=O.ClC(Cl)Cl.CC(C)=O.ClCCl

---

A structure of composition C9H17AsF6N3O4S3Ta. Source: OMol25; level of theory: the ωB97M-V functional and the def2-TZVPD basis.

```
44
Properties=species:S:1:pos:R:3
Ta -0.91 -0.25 0.33
F 0.38 -1.57 5.54
C -0.82 -1.26 5.55
F -1.68 -2.14 5.41
F -1.16 -0.11 5.82
S -0.84 -0.76 2.77
O 0.28 0.04 2.06
O -2.03 0.00 2.16
N -0.80 -2.13 1.81
S -1.48 -2.93 0.61
O -1.15 -1.98 -0.59
O -1.11 -4.26 0.44
C -3.36 -2.55 0.78
F -3.47 -1.34 0.17
F -3.61 -2.41 2.06
F -4.06 -3.45 0.20
C -2.99 3.11 0.12
As -2.19 1.76 -1.02
C -3.71 1.13 -2.07
C -1.19 2.85 -2.28
H -3.61 3.70 -0.55
H -2.21 3.74 0.55
H -3.60 2.67 0.91
H -3.99 2.00 -2.66
H -4.53 0.85 -1.40
H -3.44 0.30 -2.72
H -1.93 3.56 -2.65
H -0.80 2.25 -3.09
H -0.39 3.38 -1.76
S 0.82 0.47 -1.02
C 2.55 -0.09 -0.97
N 3.25 0.01 0.13
C 4.68 -0.42 0.12
C 5.29 -0.05 -1.22
C 4.51 -0.68 -2.35
N 3.04 -0.52 -2.10
H 2.90 0.54 0.91
H 4.70 -1.50 0.29
H 5.18 0.07 0.96
H 6.32 -0.41 -1.26
H 5.32 1.03 -1.33
H 4.70 -1.75 -2.46
H 4.71 -0.20 -3.30
H 2.42 -0.69 -2.88
```

Results
LUMO = -15.6 eV
Total charge = +4
Kohn-Sham gap = 6.4 eV
Calculated total energy = -4903.1933 Eh
ΔE to the lowest compared entry with this formula, charge and spin = 423.9 kJ/mol

---

What did the third record say?
A structure of composition C27H36IO3P2SiTc. Source: OMol25; level of theory: the ωB97M-V functional and the def2-TZVPD basis.

```
71
Properties=species:S:1:pos:R:3
C -0.83 -5.76 -2.22
C 0.25 -4.91 -1.86
H -0.46 -6.75 -2.57
H -1.41 -5.27 -3.03
H -1.48 -5.90 -1.33
O 1.37 -4.62 -1.69
I -3.06 -1.53 -0.79
Tc -0.34 -1.83 -0.77
P -0.17 -2.69 1.38
C 1.43 -2.47 2.24
C -1.35 -1.96 2.54
H -1.41 -2.60 3.43
H -0.41 -4.77 2.62
H -2.33 -1.90 2.06
H -1.32 -4.79 1.06
H 1.82 -1.45 2.12
H -1.05 -0.95 2.82
C -0.38 -4.50 1.55
H 1.29 -2.66 3.31
H 0.45 -5.02 1.06
H 2.17 -3.17 1.84
P -0.03 -1.17 -2.96
C 1.57 -0.34 -3.33
C -0.06 -2.44 -4.26
H -2.24 -0.23 -3.06
H -1.28 0.12 -4.54
H -1.01 1.06 -3.02
C -1.26 0.08 -3.44
H -1.00 -3.00 -4.18
H 0.02 -1.96 -5.24
H 1.54 0.04 -4.36
H 2.39 -1.06 -3.23
H 0.78 -3.12 -4.11
H 1.76 0.49 -2.64
C 1.57 -2.08 -0.79
O 2.75 -2.14 -0.77
O -0.26 0.06 -0.20
Si -0.11 1.52 0.50
C -1.17 1.77 2.04
C -0.72 2.48 3.16
C -1.57 2.70 4.26
C -2.89 2.24 4.23
C -3.36 1.56 3.10
C -2.50 1.35 2.01
C 1.66 1.77 1.11
C 2.09 1.07 2.24
C 3.42 1.15 2.68
C 4.32 1.98 1.99
C 3.88 2.74 0.91
C 2.55 2.63 0.46
C -0.54 2.91 -0.67
C -1.41 3.95 -0.30
C -1.66 5.02 -1.18
C -1.05 5.07 -2.44
C -0.18 4.04 -2.81
C 0.08 2.98 -1.92
H 0.29 2.88 3.19
H -1.20 3.23 5.14
H -3.57 2.42 5.08
H -4.39 1.21 3.06
H -2.89 0.83 1.12
H 1.37 0.47 2.82
H 3.74 0.57 3.54
H 5.35 2.05 2.33
H 4.57 3.40 0.40
H 2.21 3.24 -0.38
H -1.87 3.95 0.68
H -2.33 5.83 -0.88
H -1.22 5.91 -3.11
H 0.32 4.06 -3.79
H 0.78 2.20 -2.23
```

Results
LUMO (alpha / beta) = -11.9 / -12.3 eV
Spin multiplicity = 4
Total charge = +3
Kohn-Sham gap (alpha / beta) = 4.0 / 3.6 eV
Calculated total energy = -2625.8434 Eh

---

> Which formula does entry 4 have?

C10H15B2Cl5O7

---

> Which formula does entry 4 have?

C10H15B2Cl5O7

---

> What is the calculated total energy in the third record?

-2625.8434 Eh